(1)
Computed, not measured: C8H22BrN2O2 as an isolated structure in a non-equilibrium geometry, with ωB97M-V/def2-TZVPD.

```
35
C8H22BrN2O2 | OMol25 | ωB97M-V/def2-TZVPD
Br -0.9315 -1.2183 1.0406
C -2.5450 1.4240 0.1105
C -3.6140 0.3443 -0.2301
O -4.8124 0.5988 -0.1304
N -3.0953 -1.0939 -0.2809
H -2.2959 -1.2385 0.3192
H -3.7978 -1.7153 0.0940
C -2.8532 -1.4614 -1.7673
H -1.7500 1.2612 -0.6173
H -2.0821 1.3532 1.0947
H -2.8853 2.4495 -0.0334
H -2.6634 -2.5314 -1.6833
H -2.1025 -0.8413 -2.2573
H -3.7976 -1.4532 -2.3116
C 0.2577 0.5600 -1.0223
N 1.5732 0.2550 -0.2229
C 1.9141 -1.1813 -0.2778
C 2.7137 0.9967 -0.8957
C 1.2753 0.6225 1.2898
C 2.4033 0.1405 2.3032
O 3.7070 0.5063 1.8832
H 0.5261 0.8001 -2.0511
H -0.3826 1.2404 -0.4610
H -0.2574 -0.3988 -0.9631
H 1.3072 -1.8512 0.3314
H 2.9290 -1.4446 0.0202
H 1.8209 -1.3934 -1.3429
H 2.6420 0.7828 -1.9620
H 3.6255 0.5112 -0.5479
H 2.6167 2.0120 -0.5110
H 0.3310 0.1518 1.5633
H 1.2139 1.7084 1.3609
H 2.2984 -0.9389 2.4123
H 2.2726 0.6591 3.2530
H 4.4383 0.3835 2.4929
```

Properties
Molar mass in Da: 258.2
Maximum force in hartree/bohr: 0.1594
E_HOMO in Ha: -0.45433
Total charge: +1
Relative energy (zero: lowest compared OMol25 entry of this formula, charge and spin) in kcal/mol: 95.6
Frontier orbital gap in eV: 9.39

natural (NBO) population analysis, charges in e, atoms 1 to 2: -0.583, -0.718

(2)
Computed, not measured: C8H22F3N8O6Ti as an isolated structure in a non-equilibrium geometry, with ωB97M-V/def2-TZVPD.

```
48
C8H22F3N8O6Ti | OMol25 | ωB97M-V/def2-TZVPD
Ti -0.9980 -0.7443 0.8943
C 2.2759 -1.0356 0.2904
O 2.0658 -0.5920 -1.0579
O 1.3965 -0.2970 1.0226
C 2.0109 -2.5716 0.3088
F 1.8432 -2.9322 1.6203
F 0.9460 -3.0049 -0.3764
F 3.1163 -3.2788 -0.0954
C 3.1074 -0.8947 -1.9695
C 2.8411 -0.3400 -3.3671
H 3.6346 -0.5127 -4.0853
H 1.8380 -0.6606 -3.6556
H 2.6844 0.7418 -3.2820
H 3.1744 -1.9859 -2.0520
H 4.1019 -0.5962 -1.6160
H 3.3436 -0.9092 0.5139
C 0.7385 3.2313 0.5090
O 0.6377 4.4330 0.2038
N -0.0929 2.6455 1.3888
N 1.6772 2.4094 -0.0282
H -0.7947 3.2526 1.7790
H 0.0342 1.7503 1.8118
H 2.4467 2.8432 -0.5071
H 1.7652 1.4778 0.3953
C -1.0374 -2.2628 3.7716
O -1.4081 -1.3599 3.0130
N -0.1371 -2.0705 4.7584
N -1.3436 -3.5674 3.5349
H 0.2218 -2.7601 5.3859
H 0.2017 -1.1306 4.8877
H -1.0730 -4.2733 4.1891
H -1.6729 -3.8124 2.6159
C -3.3641 1.6702 0.3873
O -2.8267 0.8263 1.1218
N -3.8776 1.2988 -0.7905
N -3.8947 2.8501 0.9204
H -3.6682 0.3777 -1.1440
H -4.2384 2.0131 -1.3992
H -3.5652 3.6637 0.4221
H -4.0297 2.8215 1.9145
C -0.8629 0.0131 -2.4364
O -0.8632 -0.7614 -1.4670
N -0.3338 1.2605 -2.3912
N -1.6335 -0.2384 -3.5273
H 0.2797 1.4841 -1.6163
H -0.5689 1.9188 -3.1050
H -1.7306 0.5307 -4.1626
H -2.3672 -0.9211 -3.5288
```

Properties
Molar mass in Da: 431.2
Maximum force in hartree/bohr: 0.0707
E_HOMO (spin up / spin down) in Ha: -0.14958 / -0.31858
2S+1: 4
Relative energy (zero: lowest compared OMol25 entry of this formula, charge and spin) in kcal/mol: 0.0
Frontier orbital gap (spin up / spin down) in eV: 4.33 / 8.88

natural (NBO) population analysis, charges in e, atoms 1 to 2: 0.764, 0.327

(3)
Computed, not measured: a 2-piece molecular cluster, C8H22N2OSSi2 overall in a non-equilibrium geometry, with ωB97M-V/def2-TZVPD.

```
36
C8H22N2OSSi2 | OMol25 | ωB97M-V/def2-TZVPD
C 4.0293 0.1065 1.6247
S 3.3145 -1.5687 2.1905
N 4.4774 -2.8360 1.8473
C 4.5960 -3.7069 2.9381
O 5.1689 -4.2557 4.0456
H 3.9577 0.9177 2.4959
H 5.1621 -0.0327 1.3050
H 3.4619 0.4796 0.6429
H 3.1584 -1.4648 3.6066
C -0.4200 -1.1965 1.9181
Si -1.4035 -0.3189 0.5622
C -2.3856 1.0448 1.3949
C -2.6020 -1.5759 -0.1455
N -0.2794 0.2849 -0.6237
Si -0.8373 1.1522 -2.0277
C -1.7327 2.7416 -1.5904
C -1.9503 0.1184 -3.1277
C 0.6693 1.6333 -3.0650
H -1.0994 -1.5891 2.6817
H 0.1513 -2.0312 1.5034
H 0.2776 -0.5012 2.4007
H -2.9015 0.6526 2.2768
H -3.1464 1.4590 0.7299
H -1.7278 1.8558 1.7233
H -2.0740 -2.3291 -0.7380
H -3.3588 -1.1026 -0.7755
H -3.1279 -2.0920 0.6635
H -2.7260 2.5453 -1.1808
H -1.8646 3.3562 -2.4857
H -1.1614 3.3244 -0.8623
H -1.5106 -0.8662 -3.3140
H -2.0891 0.6130 -4.0940
H -2.9402 -0.0180 -2.6869
H 1.2187 0.7438 -3.3855
H 1.3453 2.2757 -2.4907
H 0.3503 2.1810 -3.9578
```

Properties
Molar mass in Da: 250.5
Maximum force in hartree/bohr: 0.2288
E_HOMO in Ha: -0.21062
Frontier orbital gap in eV: 2.22

natural (NBO) population analysis, charges in e, atoms 1 to 2: -0.775, 0.796

(4)
Computed, not measured: C8H23BBaN3OP as an isolated structure in a non-equilibrium geometry, with ωB97M-V/def2-TZVPD.

```
38
C8H23BBaN3OP | OMol25 | ωB97M-V/def2-TZVPD
Ba 0.6451 0.1577 0.7276
H 1.4925 -2.3012 -1.6609
H -0.5585 -1.3724 -1.1743
P 0.4780 1.7761 -1.8811
C 2.0415 2.7506 -2.0420
H 2.1378 3.3155 -2.9738
H 2.1133 3.4489 -1.2051
H 2.8933 2.0705 -1.9533
C 0.5438 0.8683 -3.4754
H -0.3862 0.3264 -3.6535
H 0.7139 1.5106 -4.3412
H 1.3360 0.1170 -3.4428
C -0.7334 3.0796 -2.2897
H -0.7855 3.7981 -1.4732
H -0.5351 3.6336 -3.2042
H -1.7275 2.6464 -2.3732
C -2.0390 1.6179 0.8120
O -3.0887 1.8771 1.2022
H -1.3397 -2.8565 -0.8932
H -1.4532 -2.0865 -2.3539
H 0.5139 -3.0099 -3.2753
H 0.6001 -4.1031 -1.5557
B 0.5324 -3.0019 -2.0613
N -0.8176 -2.2956 -1.5785
H 2.7510 -0.4823 -0.7429
H 1.7647 2.2772 1.2045
C -0.1961 0.6779 4.1692
C -0.4899 -0.7339 3.7427
N -0.5147 -1.1724 2.4907
C -0.7698 -2.5480 2.5240
C -1.0017 -2.8965 3.8334
N -0.8103 -1.7125 4.5805
H -1.0795 1.1204 4.6579
H 0.6439 0.7049 4.8844
H 0.0761 1.3450 3.3269
H -0.7577 -3.1107 1.5965
H -1.2783 -3.8472 4.2574
H -0.9149 -1.5894 5.5946
```

Properties
Molar mass in Da: 356.4
Maximum force in hartree/bohr: 0.0734
E_HOMO (spin up / spin down) in Ha: -0.37355 / -0.37108
2S+1: 2
Total charge: +1
Relative energy (zero: lowest compared OMol25 entry of this formula, charge and spin) in kcal/mol: 42.5
Frontier orbital gap (spin up / spin down) in eV: 6.67 / 4.96

Mulliken population analysis, charges in e, atoms 1 to 2: 1.090, -0.139

(5)
Computed, not measured: C8H23CuNO7P as an isolated structure in a non-equilibrium geometry, with ωB97M-V/def2-TZVPD.

```
41
C8H23CuNO7P | OMol25 | ωB97M-V/def2-TZVPD
Cu -1.0957 -0.7964 1.2499
P -3.2318 -2.3109 1.1210
O -4.1805 -2.5149 2.3177
O -3.2730 -0.7837 1.1550
O -4.2114 -2.3613 -0.0629
O -1.7865 -2.9139 1.0938
C 2.3390 -1.7853 -0.5395
C 1.5541 -2.9323 0.1132
O 0.7834 -2.4247 1.2119
H 2.9862 -2.1935 -1.3158
H 3.0320 -1.2331 0.0952
H 1.7263 -1.0592 -1.0737
H 2.1803 -3.7334 0.5058
H 0.8958 -3.3697 -0.6374
H -0.0824 -2.8385 1.1823
C -1.2146 2.8213 2.7986
C -0.5069 1.8604 3.6883
O 0.0292 0.8628 2.8739
H -0.4955 3.3265 2.1537
H -1.7356 3.6185 3.3287
H -1.9274 2.3300 2.1363
H -1.1882 1.3914 4.3982
H 0.2800 2.3899 4.2254
H 0.5700 0.3318 3.4631
C -0.1826 1.8597 -0.4773
C -0.6520 0.9825 -1.6150
C 0.3574 1.0277 -2.8006
O 1.7353 0.9490 -2.3782
C 2.5957 0.6121 -3.4626
N -0.7500 -0.3291 -1.0796
H -0.1728 2.9118 -0.7620
H 0.7203 1.4812 0.0018
H -0.9965 1.7782 0.2431
H -1.5862 1.3040 -2.0754
H 0.2442 1.9391 -3.3876
H 0.0564 0.1643 -3.3939
H 2.1917 -0.1799 -4.0931
H 3.5169 0.1525 -3.1043
H 2.8619 1.4071 -4.1592
H 0.0553 -0.8679 -1.3647
H -1.4417 -0.8740 -1.5743
```

Properties
Molar mass in Da: 339.8
Maximum force in hartree/bohr: 0.1387
E_HOMO in Ha: 0.08498
Total charge: -2
Relative energy (zero: lowest compared OMol25 entry of this formula, charge and spin) in kcal/mol: 100.4
Frontier orbital gap in eV: 1.97

natural (NBO) population analysis, charges in e, atoms 1 to 2: 0.813, 2.444

(6)
Computed, not measured: C8H23NNaO7P as an isolated structure in a non-equilibrium geometry, with ωB97M-V/def2-TZVPD.

```
41
C8H23NNaO7P | OMol25 | ωB97M-V/def2-TZVPD
Na -17.2069 29.4949 -4.7314
P -15.1882 31.2661 -5.6457
O -14.3159 31.8084 -4.4441
O -16.6997 31.6330 -5.3606
O -15.1522 29.6889 -5.9174
O -14.8001 32.0386 -6.8841
C -17.7846 26.2308 -4.8304
C -19.2366 26.6752 -4.8904
C -19.9022 26.6144 -3.4868
O -21.3159 26.5319 -3.6201
C -22.1016 26.0499 -2.6270
N -19.3188 28.0085 -5.3969
H -17.1048 26.7996 -4.1961
H -17.2692 26.3680 -5.7810
H -17.8202 25.1698 -4.5835
H -19.8488 26.0518 -5.5421
H -19.6321 27.4908 -2.8977
H -19.5434 25.8067 -2.8489
H -21.6656 25.1099 -2.2889
H -23.1228 25.7870 -2.9027
H -22.0107 26.6960 -1.7538
H -20.3242 28.0807 -5.3325
H -19.1641 27.8942 -6.3884
C -17.5996 30.9116 -0.1569
C -16.2876 30.3600 -0.8461
O -16.3339 30.6162 -2.3172
H -18.4431 30.4106 -0.6318
H -17.8659 31.9454 -0.3770
H -17.6479 30.6329 0.8957
H -16.2927 29.2842 -0.6712
H -15.3989 30.7600 -0.3580
H -15.4888 30.3864 -2.7104
C -12.4518 27.4504 -3.5361
C -13.9185 27.5292 -3.3613
O -14.4320 28.7768 -3.1123
H -11.9430 27.9957 -2.7412
H -12.2424 27.8149 -4.5418
H -12.2558 26.3787 -3.5004
H -14.1299 27.0119 -2.4255
H -14.4678 26.9724 -4.1205
H -14.4870 29.2447 -3.9488
```

Properties
Molar mass in Da: 299.2
Maximum force in hartree/bohr: 0.0683
E_HOMO in Ha: 0.07054
Total charge: -2
Relative energy (zero: lowest compared OMol25 entry of this formula, charge and spin) in kcal/mol: 36.7
Frontier orbital gap in eV: 1.63

natural (NBO) population analysis, charges in e, atoms 1 to 2: 0.896, 2.458

Copy entry 5 word for word.
Computed, not measured: C8H23CuNO7P as an isolated structure in a non-equilibrium geometry, with ωB97M-V/def2-TZVPD.

```
41
C8H23CuNO7P | OMol25 | ωB97M-V/def2-TZVPD
Cu -1.0957 -0.7964 1.2499
P -3.2318 -2.3109 1.1210
O -4.1805 -2.5149 2.3177
O -3.2730 -0.7837 1.1550
O -4.2114 -2.3613 -0.0629
O -1.7865 -2.9139 1.0938
C 2.3390 -1.7853 -0.5395
C 1.5541 -2.9323 0.1132
O 0.7834 -2.4247 1.2119
H 2.9862 -2.1935 -1.3158
H 3.0320 -1.2331 0.0952
H 1.7263 -1.0592 -1.0737
H 2.1803 -3.7334 0.5058
H 0.8958 -3.3697 -0.6374
H -0.0824 -2.8385 1.1823
C -1.2146 2.8213 2.7986
C -0.5069 1.8604 3.6883
O 0.0292 0.8628 2.8739
H -0.4955 3.3265 2.1537
H -1.7356 3.6185 3.3287
H -1.9274 2.3300 2.1363
H -1.1882 1.3914 4.3982
H 0.2800 2.3899 4.2254
H 0.5700 0.3318 3.4631
C -0.1826 1.8597 -0.4773
C -0.6520 0.9825 -1.6150
C 0.3574 1.0277 -2.8006
O 1.7353 0.9490 -2.3782
C 2.5957 0.6121 -3.4626
N -0.7500 -0.3291 -1.0796
H -0.1728 2.9118 -0.7620
H 0.7203 1.4812 0.0018
H -0.9965 1.7782 0.2431
H -1.5862 1.3040 -2.0754
H 0.2442 1.9391 -3.3876
H 0.0564 0.1643 -3.3939
H 2.1917 -0.1799 -4.0931
H 3.5169 0.1525 -3.1043
H 2.8619 1.4071 -4.1592
H 0.0553 -0.8679 -1.3647
H -1.4417 -0.8740 -1.5743
```

Properties
Molar mass in Da: 339.8
Maximum force in hartree/bohr: 0.1387
E_HOMO in Ha: 0.08498
Total charge: -2
Relative energy (zero: lowest compared OMol25 entry of this formula, charge and spin) in kcal/mol: 100.4
Frontier orbital gap in eV: 1.97

natural (NBO) population analysis, charges in e, atoms 1 to 2: 0.813, 2.444

> Which value of molar mass does entry 5 give?

339.8 Da

> The highest maximum force belongs to which entry?

C8H22N2OSSi2

> Which value of molar mass does entry 1 give?

258.2 Da